The following is a DFT calculation (ωB97M-V/def2-TZVPD) of C4H7N3 as an isolated structure at a distorted geometry.

Structure (XYZ):
```
14
Properties=species:S:1:pos:R:3:forces:R:3
C -1.6890 1.0503 0.1546 0.082 0.045 0.086
C -1.1559 -0.3359 0.4686 -0.299 -0.039 -0.017
C 0.8167 -1.4931 0.3721 0.003 0.104 0.021
C 1.8294 -1.2038 -0.4677 0.204 0.039 -0.008
N 2.0012 0.2264 -0.4531 -0.182 -0.084 0.085
N 1.2260 0.9693 0.1580 -0.220 -1.222 -0.070
N 0.2645 -0.4355 0.8893 0.655 0.578 -0.716
H -2.7420 0.9579 -0.1489 0.270 0.013 0.193
H -1.6199 1.7161 1.0174 -0.014 0.006 -0.115
H -1.1423 1.4944 -0.6828 -0.073 -0.028 0.196
H -1.7107 -0.8157 1.2766 -0.140 0.082 -0.095
H -1.2425 -0.9658 -0.4186 -0.343 0.086 0.049
H 2.3878 -1.8144 -1.1646 0.238 0.249 0.357
H 2.8505 0.5947 -0.8831 -0.181 0.169 0.032
```
Forces are in eV/Å.

Properties
Charge: 0
Spin multiplicity: 1
HOMO-LUMO gap (eV): 9.01
E_tot (hartree): -320.70434
ΔE to the lowest compared entry with this formula, charge and spin (eV): 4.870

How positive or negative is each atom? The Mulliken charges in e answer that:
1. C -1.12
2. C -0.21
3. C -0.25
4. C -0.33
5. N 0.36
6. N -0.60
7. N -0.13
8. H 0.37
9. H 0.30
10. H 0.32
11. H 0.30
12. H 0.33
13. H 0.40
14. H 0.26